Entry 1:
The following is a DFT calculation (ωB97M-V with the def2-TZVPD basis set) of C41H34AsF5N3O4S2Tl as an isolated structure.

Properties
Gap between HOMO and LUMO (eV): 5.9
LUMO (Eh): -0.026
Energy relative to the best compared isomer or geometry (same formula, charge and spin) (eV): 2.211
Charge: 0

XYZ file:
```
91
Properties=species:S:1:pos:R:3:forces:R:3
Tl 0.392 0.133 -0.033 0.3 -0.1 0.3
O -1.423 3.731 -4.887 0.0 -0.1 0.1
C -1.724 2.529 -5.407 0.0 0.0 0.0
C -1.991 2.466 -6.775 0.0 0.0 0.0
C -2.364 1.276 -7.359 0.0 0.0 0.0
C -2.485 0.114 -6.596 0.0 0.0 0.0
C -2.184 0.162 -5.253 0.0 0.0 0.0
C -1.776 1.353 -4.640 0.1 -0.1 0.0
C -1.406 1.364 -3.222 0.0 -0.3 -0.1
O -1.036 0.198 -2.590 -0.3 0.0 -0.3
N -1.450 2.429 -2.525 0.1 0.3 0.0
N -1.163 2.274 -1.182 0.0 0.2 0.2
C -0.672 3.299 -0.610 0.0 -0.1 0.0
C -0.454 3.295 0.848 0.0 0.0 0.0
C -0.097 4.472 1.483 0.1 0.0 0.0
C 0.054 4.465 2.862 0.0 0.0 0.0
C -0.159 3.286 3.549 0.0 0.0 0.0
C -0.497 2.149 2.825 0.1 -0.1 0.0
N -0.641 2.144 1.509 -0.2 0.1 -0.1
H -1.390 3.633 -3.912 0.0 0.1 -0.1
H -1.915 3.379 -7.349 0.0 0.0 0.0
H -2.577 1.248 -8.420 0.0 0.0 0.0
H -2.810 -0.812 -7.048 0.0 0.0 0.0
H -2.288 -0.729 -4.649 0.0 0.0 0.0
H -0.415 4.200 -1.167 -0.1 0.0 0.0
H 0.068 5.371 0.904 0.0 0.0 0.0
H 0.341 5.365 3.389 0.0 0.0 0.0
H -0.035 3.228 4.621 0.0 0.0 0.0
H -0.632 1.195 3.320 0.0 0.0 0.0
S 2.572 1.876 0.797 -0.1 0.0 0.1
C 3.896 0.745 1.041 0.0 0.0 -0.2
C 5.131 0.975 0.416 0.0 0.0 0.0
C 6.205 0.125 0.600 0.0 0.0 0.0
C 6.079 -0.997 1.410 0.0 0.0 0.0
C 4.868 -1.246 2.034 0.0 0.0 0.0
C 3.783 -0.387 1.865 0.0 -0.1 0.0
As 2.054 -0.717 2.701 0.2 0.0 0.2
C 2.162 0.455 4.263 -0.1 0.0 0.0
C 1.250 0.246 5.297 0.0 0.0 0.0
C 1.253 1.058 6.422 0.0 0.0 0.0
C 2.160 2.107 6.513 0.0 0.0 0.0
C 3.058 2.331 5.480 0.0 0.0 0.0
C 3.064 1.507 4.360 0.0 0.0 0.0
C 2.478 -2.402 3.622 0.0 0.0 0.0
C 2.149 -3.588 2.970 0.0 0.0 0.0
C 2.445 -4.822 3.531 0.0 0.0 0.0
C 3.070 -4.886 4.768 0.0 0.0 0.0
C 3.402 -3.712 5.430 0.0 0.0 0.0
C 3.112 -2.479 4.860 0.0 0.0 0.0
H 5.223 1.846 -0.220 0.0 0.0 0.0
H 7.146 0.337 0.108 0.0 0.0 0.0
H 6.914 -1.670 1.557 0.0 0.0 0.0
H 4.770 -2.123 2.661 0.0 0.0 0.0
H 0.544 -0.577 5.234 0.0 0.0 0.0
H 0.554 0.869 7.227 0.0 0.0 0.0
H 2.167 2.744 7.389 0.0 0.0 0.0
H 3.765 3.148 5.543 0.0 0.0 0.0
H 3.774 1.687 3.562 0.0 0.0 0.0
H 1.659 -3.550 2.002 0.1 -0.1 0.2
H 2.187 -5.732 3.004 0.0 0.0 0.0
H 3.299 -5.845 5.214 0.0 0.0 0.0
H 3.896 -3.754 6.392 0.0 0.0 0.0
H 3.393 -1.574 5.383 0.0 0.0 0.0
C -3.175 -0.398 0.947 0.0 0.1 0.0
O -1.979 -1.134 1.126 -0.1 -0.1 -0.1
C -2.189 -2.524 0.968 -0.1 -0.1 0.1
C -0.858 -3.222 0.888 -0.1 0.1 0.2
O -0.355 -3.082 -0.429 0.4 0.0 0.8
C 0.976 -3.535 -0.548 0.1 0.1 0.0
H -3.930 -0.694 1.684 0.0 0.0 0.0
H -3.580 -0.554 -0.058 0.0 0.0 0.0
H -2.926 0.653 1.075 0.0 0.0 0.0
H -2.748 -2.725 0.047 0.0 0.0 0.4
H -2.771 -2.905 1.817 0.1 0.0 0.0
H -0.977 -4.287 1.130 0.0 0.0 0.0
H -0.169 -2.775 1.618 -0.1 0.0 -0.1
H 1.064 -4.588 -0.257 0.0 0.0 0.0
H 1.658 -2.936 0.069 0.0 0.0 -0.1
H 1.266 -3.426 -1.592 0.1 0.0 0.2
F -1.557 -6.308 -3.073 0.0 0.0 0.0
C -1.207 -5.026 -3.104 -0.1 0.1 0.1
C -1.963 -4.079 -2.440 0.0 0.0 -0.5
F -3.042 -4.454 -1.756 0.0 0.0 0.1
C -1.600 -2.742 -2.467 -0.2 0.1 -0.6
F -2.378 -1.890 -1.797 0.1 0.1 -0.4
C -0.476 -2.318 -3.162 -0.2 0.0 -0.2
S 0.209 -0.698 -3.236 0.1 -0.1 -0.2
C 0.269 -3.293 -3.818 -0.2 -0.1 -0.2
F 1.372 -2.916 -4.478 0.0 0.0 0.0
C -0.077 -4.628 -3.801 0.0 0.1 0.0
F 0.664 -5.526 -4.445 0.0 0.0 0.0
```
Positions in Å, forces in eV/Å.

Mulliken atomic charge list, values in e, 8 entries: atom 1 (Tl): 1.2780, atom 2 (O): -0.6513, atom 3 (C): 0.1360, atom 4 (C): -0.6986, atom 5 (C): -0.3460, atom 6 (C): -1.0491, atom 7 (C): -0.0259, atom 8 (C): 0.0586

Entry 2:
The following is a DFT calculation (ωB97M-V with the def2-TZVPD basis set) of C41H34Cl2F2N6O2W as an isolated structure.

Properties
Gap between HOMO and LUMO (alpha / beta) (eV): 6.2 / 6.2
LUMO (alpha / beta) (Eh): -0.028 / -0.028
Energy relative to the best compared isomer or geometry (same formula, charge and spin) (eV): 0.000
Charge: 0

XYZ file:
```
88
Properties=species:S:1:pos:R:3:forces:R:3
W -0.363 -0.228 0.073 0.0 0.2 -0.3
Cl -5.273 -4.333 2.634 0.0 0.0 0.0
C -4.270 -2.946 2.374 0.0 0.0 0.0
C -3.467 -2.918 1.240 0.0 0.0 0.0
C -2.642 -1.829 1.002 0.0 0.0 0.0
N -1.826 -1.614 -0.143 0.0 -0.1 0.0
C -1.913 -2.496 -1.215 0.1 -0.1 0.0
O -2.085 -3.692 -1.091 -0.1 0.0 0.0
C -1.769 -1.957 -2.615 0.0 0.0 0.0
C -0.797 -2.489 -3.456 0.0 0.0 0.0
C -0.770 -2.076 -4.773 0.0 0.0 0.0
C -1.741 -1.184 -5.210 0.0 0.0 0.0
C -2.691 -0.747 -4.304 0.0 0.0 0.0
N -2.708 -1.111 -3.021 0.0 0.0 0.0
C -2.633 -0.763 1.921 0.1 0.1 0.0
C -3.439 -0.796 3.048 0.0 0.0 0.0
C -4.256 -1.896 3.275 0.0 0.0 0.0
Cl -5.239 -1.915 4.699 0.0 0.0 0.0
N -1.745 0.278 1.571 -0.1 0.0 0.0
C -1.735 1.487 2.174 0.0 0.1 0.0
O -2.407 1.885 3.113 0.0 0.0 0.0
C -0.730 2.409 1.534 0.0 -0.1 0.0
C -0.575 3.708 1.973 0.0 0.0 0.0
C 0.392 4.498 1.372 0.0 0.0 0.0
C 1.159 3.963 0.351 0.0 0.0 0.0
C 0.931 2.658 -0.050 0.0 0.0 0.0
N 0.005 1.892 0.538 0.1 0.0 0.0
H -3.487 -3.754 0.562 0.0 0.0 0.0
H -0.086 -3.208 -3.071 0.0 0.0 0.0
H -0.014 -2.448 -5.453 0.0 0.0 0.0
H -1.767 -0.839 -6.235 0.0 0.0 0.0
H -3.477 -0.067 -4.614 0.0 0.0 0.0
H -3.435 0.027 3.743 0.0 0.0 0.0
H -1.211 4.054 2.775 0.0 0.0 0.0
H 0.546 5.518 1.697 0.0 0.0 0.0
H 1.924 4.542 -0.146 0.0 0.0 0.0
H 1.489 2.201 -0.856 0.0 0.0 0.0
F 3.560 -1.243 -3.634 0.0 0.0 0.0
C 2.431 -0.558 -3.354 0.0 0.0 0.0
C 1.811 -0.762 -2.147 0.0 0.0 0.0
C 0.618 -0.084 -1.821 -0.1 0.1 0.0
C 0.113 0.822 -2.792 -0.1 0.0 0.0
C 0.794 0.982 -4.000 0.0 0.0 0.0
F 0.317 1.825 -4.946 0.0 0.0 0.0
C 1.952 0.314 -4.317 0.0 0.0 0.0
C -1.164 1.462 -2.468 0.1 0.0 0.0
C -1.845 2.398 -3.254 0.0 0.0 0.0
C -3.097 2.827 -2.869 0.0 0.0 0.0
C -3.671 2.315 -1.713 0.0 0.0 0.0
C -2.933 1.428 -0.964 0.0 0.0 0.0
N -1.700 1.034 -1.307 0.0 -0.1 0.0
H 2.251 -1.480 -1.469 0.0 0.0 0.0
H 2.448 0.459 -5.265 0.0 0.0 0.0
H -1.400 2.766 -4.161 0.0 0.0 0.0
H -3.632 3.546 -3.477 0.0 0.0 0.0
H -4.664 2.596 -1.394 0.0 0.0 0.0
H -3.335 1.001 -0.057 0.0 0.0 0.0
C 4.958 1.949 0.621 0.0 0.0 0.0
C 3.774 1.420 1.385 0.0 0.0 0.0
C 3.378 1.990 2.589 0.0 0.0 0.0
C 2.268 1.524 3.292 0.0 0.0 0.0
C 1.848 2.160 4.589 0.0 0.0 0.0
C 1.552 0.460 2.763 0.0 0.0 0.0
C 1.917 -0.112 1.547 -0.1 0.0 0.1
C 3.030 0.364 0.867 0.0 0.0 0.0
N 1.078 -1.144 0.978 0.1 -0.2 0.1
C 1.451 -2.550 1.334 0.0 0.0 0.0
C 0.697 -3.515 0.431 0.0 0.0 0.0
C 2.955 -2.773 1.170 0.0 0.0 0.0
C 1.047 -2.808 2.787 0.0 0.0 0.0
H 5.426 2.783 1.143 0.0 0.0 0.0
H 4.661 2.293 -0.372 0.0 0.0 0.0
H 5.712 1.173 0.480 0.0 0.0 0.0
H 3.939 2.830 2.986 0.0 0.0 0.0
H 2.141 3.210 4.624 0.0 0.0 0.0
H 2.318 1.657 5.437 0.0 0.0 0.0
H 0.768 2.100 4.726 0.0 0.0 0.0
H 0.659 0.097 3.260 0.0 0.0 0.0
H 3.295 -0.067 -0.091 0.0 0.0 0.0
H 0.849 -3.274 -0.624 0.0 0.0 0.0
H -0.371 -3.513 0.635 0.0 0.0 0.0
H 1.064 -4.528 0.600 0.0 0.0 0.0
H 3.280 -2.594 0.144 0.0 0.0 0.0
H 3.183 -3.811 1.414 0.0 0.0 0.0
H 3.539 -2.136 1.834 0.0 0.0 0.0
H -0.022 -2.624 2.915 0.0 0.0 0.0
H 1.601 -2.173 3.480 0.0 0.0 0.0
H 1.253 -3.848 3.047 0.0 0.0 0.0
```
Positions in Å, forces in eV/Å.

Mulliken atomic charge list, values in e, 8 entries: atom 1 (W): -1.0525, atom 2 (Cl): -0.2177, atom 3 (C): -0.1822, atom 4 (C): -0.6685, atom 5 (C): 0.2420, atom 6 (N): 0.9328, atom 7 (C): -0.2280, atom 8 (O): -0.6282